(1)
A single C10H11ClO4S molecule. Source: the Open Molecules 2025 dataset; level of theory: ωB97M-V/def2-TZVPD.

Properties
SMILES = O=C(O)CCS(=O)(=O)Cc1cccc(Cl)c1
ΔE to the lowest compared entry with this formula, charge and spin = 57.3 kJ/mol
Multiplicity = 1
Charge = 0
Orbital gap = 9.48 eV

XYZ file:
```
27
Properties=species:S:1:pos:R:3:mulliken_charge:R:1
O -1.91 1.23 3.00 -0.59
C -1.70 1.01 1.78 0.53
O -1.62 -0.18 1.09 -0.32
C -1.63 2.30 0.87 -0.87
C -0.39 1.96 -0.10 -0.51
S 1.15 1.66 0.59 1.13
O 0.86 0.91 1.93 -0.58
O 2.12 2.86 0.58 -0.72
C 2.10 0.51 -0.53 -1.69
C 1.00 -0.78 -0.65 0.21
C 0.79 -1.01 -2.02 -0.20
C -0.28 -1.99 -2.29 -1.16
C -0.51 -2.82 -1.07 -0.34
C -0.17 -2.68 0.23 0.41
Cl -0.50 -3.62 1.44 -0.22
C 0.83 -1.59 0.44 -1.20
H -1.83 -0.79 1.85 0.32
H -2.35 2.49 0.34 0.70
H -1.18 3.13 1.56 0.23
H -0.62 1.07 -0.52 0.32
H -0.25 2.79 -0.99 0.30
H 2.57 0.95 -1.20 0.82
H 2.91 0.17 -0.10 0.77
H 1.13 -0.35 -2.84 0.33
H -0.36 -2.11 -3.16 0.75
H -1.34 -3.60 -1.41 0.17
H 1.19 -1.51 1.20 1.41
```

(2)
A single C7H9N molecule. Source: the Open Molecules 2025 dataset; level of theory: ωB97M-V/def2-TZVPD.

Properties
SMILES = C1=C[C@H]2[C@H]3CC[C@H]1N32
ΔE to the lowest compared entry with this formula, charge and spin = 580.3 kJ/mol
Multiplicity = 1
Charge = 0
Orbital gap = 9.41 eV

XYZ file:
```
17
Properties=species:S:1:pos:R:3:mulliken_charge:R:1
C -1.70 1.15 0.04 -0.62
C -2.20 -0.06 -0.24 -0.43
C -1.12 -1.18 0.02 -0.03
C 0.56 -1.24 -0.05 -0.13
C 1.76 -0.23 -0.39 -0.83
C 1.32 1.13 0.31 -0.49
C -0.17 0.81 0.08 -0.10
N -0.21 -0.55 0.89 -0.46
H -2.13 2.13 0.12 0.39
H -3.23 -0.34 -0.43 0.43
H -1.52 -2.13 0.47 0.29
H 0.92 -2.18 0.39 0.31
H 2.06 -0.21 -1.45 0.29
H 2.60 -0.69 0.01 0.41
H 1.71 2.01 -0.15 0.34
H 1.55 1.13 1.39 0.31
H -0.21 0.44 -1.01 0.30
```

(3)
A molecular structure, C2H4BrP. Source: the Open Molecules 2025 dataset; level of theory: ωB97M-V/def2-TZVPD.

Properties
ΔE to the lowest compared entry with this formula, charge and spin = 405.5 kJ/mol
Multiplicity = 1
Charge = 0
Orbital gap = 8.21 eV

XYZ file:
```
8
Properties=species:S:1:pos:R:3:mulliken_charge:R:1
C 0.91 -0.59 0.72 -0.47
C -0.26 -0.50 -0.21 0.14
P 0.41 -1.97 -0.34 -0.10
Br -1.94 -0.02 -0.24 -0.05
H 1.65 0.16 0.36 0.19
H 0.89 -0.76 1.75 0.30
H -0.57 2.10 -0.88 0.18
H -1.09 1.59 -1.15 -0.19
```

Repeat the third record exactly.
A molecular structure, C2H4BrP. Source: the Open Molecules 2025 dataset; level of theory: ωB97M-V/def2-TZVPD.

Properties
ΔE to the lowest compared entry with this formula, charge and spin = 405.5 kJ/mol
Multiplicity = 1
Charge = 0
Orbital gap = 8.21 eV

XYZ file:
```
8
Properties=species:S:1:pos:R:3:mulliken_charge:R:1
C 0.91 -0.59 0.72 -0.47
C -0.26 -0.50 -0.21 0.14
P 0.41 -1.97 -0.34 -0.10
Br -1.94 -0.02 -0.24 -0.05
H 1.65 0.16 0.36 0.19
H 0.89 -0.76 1.75 0.30
H -0.57 2.10 -0.88 0.18
H -1.09 1.59 -1.15 -0.19
```

Copy entry 1 word for word.
A single C10H11ClO4S molecule. Source: the Open Molecules 2025 dataset; level of theory: ωB97M-V/def2-TZVPD.

Properties
SMILES = O=C(O)CCS(=O)(=O)Cc1cccc(Cl)c1
ΔE to the lowest compared entry with this formula, charge and spin = 57.3 kJ/mol
Multiplicity = 1
Charge = 0
Orbital gap = 9.48 eV

XYZ file:
```
27
Properties=species:S:1:pos:R:3:mulliken_charge:R:1
O -1.91 1.23 3.00 -0.59
C -1.70 1.01 1.78 0.53
O -1.62 -0.18 1.09 -0.32
C -1.63 2.30 0.87 -0.87
C -0.39 1.96 -0.10 -0.51
S 1.15 1.66 0.59 1.13
O 0.86 0.91 1.93 -0.58
O 2.12 2.86 0.58 -0.72
C 2.10 0.51 -0.53 -1.69
C 1.00 -0.78 -0.65 0.21
C 0.79 -1.01 -2.02 -0.20
C -0.28 -1.99 -2.29 -1.16
C -0.51 -2.82 -1.07 -0.34
C -0.17 -2.68 0.23 0.41
Cl -0.50 -3.62 1.44 -0.22
C 0.83 -1.59 0.44 -1.20
H -1.83 -0.79 1.85 0.32
H -2.35 2.49 0.34 0.70
H -1.18 3.13 1.56 0.23
H -0.62 1.07 -0.52 0.32
H -0.25 2.79 -0.99 0.30
H 2.57 0.95 -1.20 0.82
H 2.91 0.17 -0.10 0.77
H 1.13 -0.35 -2.84 0.33
H -0.36 -2.11 -3.16 0.75
H -1.34 -3.60 -1.41 0.17
H 1.19 -1.51 1.20 1.41
```

- Which formula does entry 1 have?
  C10H11ClO4S